DFT (wB97M-V/def2-TZVPD) results for a 12-piece molecular cluster, C44H122N10O12 overall at a distorted geometry.

```
188
Properties=species:S:1:pos:R:3:forces:R:3:lowdin_charge:R:1
C -13.12742 4.00733 3.55585 -0.266 0.595 0.068 -0.135
O -11.99932 4.41749 2.83897 1.277 1.524 -0.696 -0.190
C -11.67508 5.84309 2.94522 -0.346 -0.664 0.293 -0.171
C -10.47088 6.29865 2.10987 0.661 -0.647 0.977 -0.428
C -9.15912 5.67988 2.58047 -0.347 -1.457 -0.156 -0.081
N -10.24286 7.73589 2.24052 -0.351 0.968 -0.430 0.023
H -14.03927 4.51992 3.24946 -0.187 0.133 -0.469 0.079
H -13.04274 4.27589 4.60885 0.228 -0.480 0.367 0.083
H -13.25895 2.94226 3.36500 0.110 0.071 0.336 0.091
H -12.55697 6.43703 2.70521 -0.161 0.030 -0.308 0.122
H -11.42637 6.09524 3.97608 -0.028 -0.209 0.454 0.117
H -10.63828 5.99610 1.07616 -0.060 0.364 -0.179 0.136
H -8.32765 6.11543 2.02634 0.047 -0.091 -0.005 0.074
H -9.17110 4.60395 2.40630 0.207 -0.147 -0.059 0.075
H -8.99296 5.80772 3.65012 -0.086 0.278 0.056 0.083
H -9.24329 7.87401 2.19733 0.155 0.101 -0.642 0.052
H -10.38827 8.12149 3.16262 -0.853 -0.371 0.393 0.068
C 3.47062 -8.46629 1.06034 0.308 0.417 0.725 -0.111
O 4.32279 -9.56406 1.33820 -0.049 0.497 0.307 -0.179
C 4.75450 -10.38309 0.26843 -0.613 0.215 0.539 -0.209
C 6.06452 -10.02639 -0.40706 1.294 0.926 0.876 -0.456
C 6.20402 -8.65235 -1.05677 -1.091 0.737 -0.590 -0.062
N 6.50552 -11.09219 -1.27695 -0.190 0.182 -0.739 0.037
H 2.58983 -8.68884 0.45803 0.206 -0.273 -0.416 0.087
H 4.01611 -7.59154 0.70633 0.090 -0.119 -0.693 0.073
H 3.08154 -8.09407 2.00806 -0.028 -0.422 0.280 0.082
H 4.97239 -11.33599 0.75074 -0.284 -0.243 -0.094 0.122
H 3.89677 -10.50061 -0.39382 0.099 -0.166 -0.603 0.125
H 6.78766 -9.98124 0.40726 0.114 -0.187 0.269 0.136
H 6.10300 -7.81628 -0.36476 0.159 -0.282 0.507 0.066
H 5.38628 -8.43542 -1.74404 -0.241 -0.303 -0.356 0.073
H 7.10579 -8.44661 -1.63347 0.229 -0.624 0.233 0.076
H 5.79328 -11.18724 -1.98672 0.035 -0.324 -0.426 0.072
H 6.57440 -11.98183 -0.80377 -0.040 -0.028 0.180 0.070
C 8.68739 2.24991 -5.57996 0.459 -0.559 0.313 -0.128
O 8.89330 3.25351 -4.63206 0.385 0.809 0.385 -0.186
C 9.58374 4.36296 -5.20596 -0.952 0.318 0.686 -0.202
C 9.69535 5.49368 -4.18321 -0.855 -0.149 0.030 -0.449
C 8.33279 6.14913 -3.84313 0.876 -0.653 0.136 -0.052
N 10.55527 6.56009 -4.65842 -0.268 0.213 -0.223 0.022
H 8.09550 1.46050 -5.11669 -0.187 0.159 -0.088 0.090
H 9.65824 1.81252 -5.81285 0.119 -0.201 -0.454 0.085
H 8.21732 2.62391 -6.48950 -0.153 0.004 -0.103 0.087
H 10.59156 4.12650 -5.54727 0.129 -0.452 -0.173 0.122
H 8.95346 4.67253 -6.03964 0.308 0.409 -0.419 0.122
H 10.13368 5.08225 -3.27398 -0.174 -0.452 0.216 0.131
H 7.81130 5.50833 -3.13213 -0.421 0.007 -0.345 0.075
H 7.80347 6.33455 -4.77777 -0.279 -0.090 0.192 0.079
H 8.49844 7.10667 -3.34939 0.056 0.041 -0.020 0.067
H 11.40136 6.22118 -5.09358 0.254 -0.006 0.255 0.065
H 10.75071 7.04059 -3.79180 0.699 0.600 -0.387 0.072
C -5.63716 6.79568 -5.51375 0.925 -0.634 -0.130 -0.094
O -4.60054 5.82107 -5.47990 0.914 0.329 -0.222 -0.216
C -4.96646 4.60977 -4.85424 1.448 -0.311 -0.830 -0.191
C -3.76636 3.57138 -4.89313 -1.162 1.440 -0.189 -0.459
C -3.13335 3.32904 -6.22629 0.828 0.978 -0.821 -0.071
N -4.33349 2.32042 -4.54955 -0.862 -1.546 1.072 0.012
H -6.28710 6.54941 -6.35341 -0.855 -0.188 0.525 0.088
H -5.24029 7.77095 -5.79561 0.441 -0.065 0.324 0.082
H -6.01697 6.81719 -4.49229 -0.935 0.357 -0.301 0.087
H -5.13033 4.78512 -3.79099 -0.623 0.005 0.188 0.116
H -5.82387 4.19194 -5.38183 -0.231 -0.276 0.275 0.124
H -3.07945 3.92920 -4.12618 0.593 0.149 -0.189 0.131
H -2.42480 2.50305 -6.16450 -0.071 -0.179 0.056 0.075
H -2.54470 4.17660 -6.57733 -0.104 0.169 0.023 0.077
H -3.86728 3.10673 -7.00091 -0.122 -0.099 0.154 0.089
H -3.64862 1.58150 -4.62055 0.082 -0.093 -0.105 0.073
H -4.63854 2.30229 -3.58689 -0.247 -0.019 0.182 0.077
C 7.15966 -3.48618 3.89421 0.808 0.032 0.207 -0.122
O 7.92650 -2.72306 2.96332 0.572 -0.617 -0.235 -0.200
C 9.36157 -2.99872 3.10089 -1.152 1.124 0.122 -0.173
C 10.17503 -2.21192 2.06933 -0.693 -1.073 -1.065 -0.427
C 10.05646 -2.75310 0.58942 -0.103 0.749 1.048 -0.043
N 11.60589 -2.16853 2.39430 -0.375 -0.603 0.080 0.015
H 7.50849 -3.31991 4.91341 0.082 0.342 0.268 0.077
H 7.30268 -4.55799 3.75685 -0.187 -0.202 -0.407 0.080
H 6.10032 -3.23048 3.87154 0.188 0.135 -0.440 0.086
H 9.59770 -2.55292 4.06712 0.438 -0.406 0.420 0.115
H 9.55363 -4.07161 3.08957 0.081 -0.065 -0.057 0.127
H 9.91257 -1.16002 2.18207 -1.222 -0.042 -0.642 0.131
H 10.78154 -2.18098 0.01060 -0.260 0.126 -0.343 0.062
H 9.04777 -2.64983 0.18943 0.075 0.266 0.009 0.071
H 10.33838 -3.79618 0.44587 0.091 -0.082 0.598 0.074
H 11.87171 -1.48261 1.70223 1.026 0.148 0.147 0.062
H 11.61782 -1.69621 3.28698 0.624 0.167 0.285 0.064
C 2.62204 6.19265 6.77444 -1.510 0.268 -0.039 -0.088
O 1.63321 7.05415 7.42338 1.485 -0.043 0.408 -0.189
C 2.24635 7.86476 8.46652 0.287 0.101 -1.420 -0.186
C 2.80904 7.19429 9.69618 -0.063 -0.561 1.846 -0.461
C 1.95129 6.20107 10.44049 -1.276 -0.936 -0.322 -0.078
N 3.20331 8.18983 10.68420 1.071 0.876 -0.359 0.018
H 2.22901 5.84256 5.81994 -0.703 -0.028 0.176 0.078
H 2.74205 5.31219 7.40570 0.732 0.092 -0.040 0.082
H 3.51574 6.70271 6.41495 0.369 0.227 0.923 0.086
H 3.08907 8.39157 8.01887 0.245 0.083 -0.155 0.116
H 1.56496 8.68060 8.70780 -0.495 -0.397 0.223 0.126
H 3.75512 6.67897 9.53043 0.023 -0.055 -0.857 0.134
H 2.43897 5.71377 11.28477 0.624 0.049 -0.201 0.074
H 1.58947 5.40593 9.78862 -0.182 -0.117 -0.037 0.071
H 1.09373 6.66223 10.93040 -0.278 0.284 -0.380 0.080
H 2.49282 8.82706 11.01473 -0.300 -0.294 -0.045 0.072
H 3.59997 7.66658 11.45164 -0.030 0.447 0.277 0.067
C -2.17581 -3.77931 6.59008 0.523 -0.607 1.326 -0.105
O -1.51181 -2.82040 7.43766 -0.519 0.516 -0.008 -0.205
C -2.08480 -2.70955 8.76804 -0.318 -0.760 -0.519 -0.181
C -1.34828 -1.69988 9.71407 0.490 -1.685 -1.224 -0.413
C 0.13555 -2.03496 9.69097 0.560 0.578 -1.329 -0.083
N -1.73315 -1.84265 11.11127 -1.338 0.122 -0.058 0.022
H -2.03897 -4.77665 7.00803 0.559 -0.357 0.139 0.075
H -1.72164 -3.79058 5.59927 -0.153 0.453 0.155 0.088
H -3.26567 -3.77630 6.57255 -0.209 1.107 -0.242 0.080
H -3.15001 -2.50966 8.65197 -0.156 0.542 0.139 0.116
H -2.07113 -3.72876 9.15423 0.299 -0.210 0.659 0.113
H -1.60918 -0.72277 9.30752 0.351 0.260 0.371 0.136
H 0.62973 -1.39125 10.41865 0.289 -0.266 0.038 0.074
H 0.61380 -1.88783 8.72261 -0.057 0.351 -0.145 0.072
H 0.31289 -3.09643 9.86393 -0.193 -0.002 0.580 0.084
H -1.03684 -1.37735 11.67584 -0.062 0.183 0.087 0.061
H -1.66772 -2.81682 11.36977 -0.066 -0.224 0.030 0.067
C -0.75358 0.97352 0.64665 0.856 -0.893 0.329 -0.084
O 0.09819 0.05008 -0.07223 -0.548 0.654 0.206 -0.212
C 1.43042 0.01251 0.45372 -0.936 0.601 -0.142 -0.198
C 2.25871 1.09950 -0.25336 2.982 -1.420 -1.058 -0.385
C 2.45390 0.64564 -1.73834 -1.939 0.801 0.380 -0.070
N 3.63347 1.21817 0.29654 0.139 -0.208 1.363 0.004
H -0.76551 0.61127 1.67462 -0.373 0.104 0.253 0.079
H -1.76718 0.97209 0.24576 0.264 -0.174 -0.222 0.086
H -0.36446 1.99076 0.69020 0.123 0.104 -0.356 0.080
H 1.37837 0.04612 1.54196 0.206 0.593 0.235 0.117
H 1.78863 -0.99801 0.25718 0.359 0.114 -0.462 0.126
H 1.92450 2.13520 -0.19228 -0.972 -0.372 -0.083 0.128
H 2.84381 1.49992 -2.29176 0.216 -0.275 -0.229 0.072
H 1.44958 0.42600 -2.10057 -0.089 0.143 -0.487 0.062
H 3.01048 -0.27612 -1.90772 0.403 0.230 0.506 0.078
H 4.32664 1.56644 -0.35023 -0.401 0.328 -0.380 0.058
H 4.03342 0.33741 0.58707 -0.289 -0.329 0.147 0.058
C -13.15075 -3.29324 -2.33653 0.646 0.231 0.319 -0.075
O -12.07734 -3.66533 -1.48084 -2.045 -1.699 -0.246 -0.206
C -11.23162 -2.67324 -1.09617 2.545 -0.154 1.006 -0.232
C -10.02884 -3.45419 -0.44607 0.081 0.026 0.104 -0.434
C -9.11126 -2.63085 0.43980 -0.521 0.313 -1.056 -0.070
N -9.27198 -4.17895 -1.49823 -0.788 0.487 0.347 0.033
H -12.71996 -2.96076 -3.28098 -0.195 0.272 -0.207 0.088
H -13.71697 -2.49741 -1.85263 -0.234 0.125 -0.220 0.088
H -13.79769 -4.14815 -2.53325 0.200 -0.042 0.253 0.089
H -10.96392 -2.09278 -1.97907 0.616 0.265 -0.047 0.127
H -11.54670 -1.97692 -0.31902 -0.884 0.074 0.095 0.122
H -10.42246 -4.24996 0.18632 -0.872 0.233 0.224 0.127
H -9.61113 -2.31823 1.35658 0.098 -0.040 0.019 0.076
H -8.89533 -1.75637 -0.17401 0.654 0.260 0.379 0.078
H -8.21849 -3.22082 0.64716 0.062 0.296 0.121 0.075
H -8.85003 -4.94990 -1.00054 0.570 -0.189 -0.042 0.063
H -10.07859 -4.63003 -1.90567 0.070 -0.458 -1.050 0.053
C -2.81029 -9.29804 -6.50840 -0.223 0.643 0.116 -0.112
O -2.27276 -8.03296 -6.20745 0.621 1.433 0.490 -0.191
C -2.49845 -7.49355 -4.89914 -0.463 -0.841 0.559 -0.201
C -1.83118 -6.16078 -4.61188 0.671 0.780 -1.365 -0.465
C -0.31001 -6.21260 -4.70522 -0.435 -0.260 -0.336 -0.060
N -2.19397 -5.60105 -3.31789 -0.518 -1.187 0.469 0.030
H -3.89005 -9.29728 -6.35931 -0.197 -0.193 0.280 0.083
H -2.32612 -10.07696 -5.91935 -0.063 -0.219 -0.034 0.086
H -2.65965 -9.43293 -7.57947 0.245 -0.209 0.124 0.088
H -3.56402 -7.35650 -4.71511 -0.414 -0.091 -0.189 0.119
H -2.16456 -8.17703 -4.11846 0.191 -0.447 0.055 0.124
H -2.21361 -5.45285 -5.34720 0.207 -0.065 -0.714 0.130
H 0.05647 -6.82984 -3.88497 0.236 0.451 0.325 0.081
H 0.02113 -5.17420 -4.71831 0.526 -0.164 0.397 0.075
H 0.07327 -6.69595 -5.60387 -0.357 0.102 -0.214 0.075
H -3.17243 -5.35162 -3.34035 0.008 0.273 0.282 0.070
H -1.63038 -4.80864 -3.04485 -0.034 -0.001 -0.242 0.070
C -0.43034 8.57885 -2.08037 0.509 -0.864 1.975 -0.117
C 0.22474 8.46944 -3.42089 -1.381 -0.655 0.963 -0.329
O -0.64978 9.25242 -4.16913 0.128 1.636 -2.350 -0.088
H -0.47004 9.63225 -1.80309 0.060 -0.041 0.011 0.080
H 0.10785 8.03564 -1.30360 0.243 0.039 0.255 0.068
H -1.44612 8.18956 -2.01145 -0.087 -0.027 -0.506 0.073
H 0.21518 7.46808 -3.85133 0.485 -0.257 0.306 0.112
H 1.23963 8.85458 -3.32201 -0.103 0.273 -0.722 0.116
H -1.42468 8.74307 -4.41750 0.131 -0.123 0.059 0.087
C 3.06954 -2.65518 -9.75552 -1.155 -0.105 0.238 -0.101
C 3.43581 -3.65406 -10.82006 -0.265 0.215 0.360 -0.344
O 4.72661 -3.30544 -11.25495 0.660 -0.485 -0.933 -0.075
H 3.17618 -1.62192 -10.08583 0.253 -0.121 -0.066 0.076
H 3.66322 -2.84395 -8.86108 0.089 0.196 -0.004 0.073
H 2.02169 -2.78318 -9.48401 -0.148 -0.001 0.215 0.069
H 2.76166 -3.68963 -11.67584 0.096 0.671 -0.201 0.110
H 3.30235 -4.66395 -10.43220 0.650 -0.273 0.255 0.107
H 5.41455 -3.69426 -10.70982 -0.181 -0.098 0.139 0.085
```
Forces are in eV/Å.

Results
Kohn-Sham gap = 9.2956 eV
relative energy (zero: lowest compared OMol25 entry of this formula, charge and spin) = 126.7 kcal per mole
net charge = 0
maximum force = 3.47 eV Å⁻¹